Below is 2 unconnected molecules or ions with the total composition C3H9NO, with properties calculated with ωB97M-V/def2-TZVPD.

Calculated values
net charge	+1
calculated total energy	-249.31572	a.u.
M	75.111	g/mol
largest force on an atom	1.66	eV Å⁻¹
⟨S²⟩	0.76
spin multiplicity	2
Kohn-Sham gap (spin up / spin down)	7.35 / 3.55	eV
energy relative to the best compared isomer or geometry (same formula, charge and spin)	48.0	kcal per mole

Cartesian coordinates (Å):
H1 0.273 1.299 -0.640
O1 1.069 1.691 -1.030
H2 -0.407 -1.847 3.475
C1 -0.589 -1.768 2.409
N1 -0.471 -0.303 2.114
H3 0.211 -2.253 1.855
H4 0.379 0.632 -4.096
H5 -1.551 -2.212 2.165
H6 -0.698 0.218 2.957
H7 -1.128 -0.063 1.381
C2 0.271 0.769 -3.029
H8 -0.584 0.338 -2.519
H9 2.001 2.047 -2.755
C3 1.222 1.452 -2.288

---

Below is 2 unconnected molecules or ions with the total composition C3H9NO2, with properties calculated with ωB97M-V/def2-TZVPD.

Calculated values
net charge	0
calculated total energy	-324.93079	a.u.
M	91.110	g/mol
largest force on an atom	1.14	eV Å⁻¹
SMILES	CC(=O)O.CN
Kohn-Sham gap	9.94	eV
energy relative to the best compared isomer or geometry (same formula, charge and spin)	26.2	kcal per mole

Cartesian coordinates (Å):
O1 1.420 0.928 -1.458
H1 -2.959 -0.020 -0.916
C1 2.975 -0.129 0.033
H2 3.690 0.498 -0.478
H3 3.304 -1.170 0.114
H4 -1.577 1.451 -0.024
C2 -2.956 -0.017 0.175
H5 -2.094 1.182 1.519
H6 1.215 -1.799 -0.170
N1 -1.786 0.746 0.661
H7 2.913 0.117 1.098
O2 0.949 -1.119 -0.784
C3 1.709 -0.004 -0.773
H8 -3.913 0.380 0.523
H9 -2.888 -1.046 0.481